88
Properties=species:S:1:pos:R:3:forces:R:3 method="wB97M-V/def2-TZVPD" de_lowest_kj_mol=0.0 fmax_ha_per_bohr=0.009 total_charge=+2 e_lumo_ev="-7.24 / -6.95"
V -0.075 -0.408 -0.248 -0.257 -0.400 0.037
Cl -6.371 0.208 -1.334 0.000 0.000 0.000
Cl -1.696 -2.382 -0.543 0.026 0.300 -0.015
Cl -2.091 2.856 0.545 -0.003 -0.006 -0.015
Cl -4.703 -2.445 -1.418 0.006 -0.008 -0.004
Cl -5.057 2.829 -0.325 -0.005 0.004 -0.002
S 0.619 1.734 -0.662 0.090 0.265 -0.086
S 1.079 -1.208 -2.109 0.140 -0.158 -0.144
S -0.203 -0.759 2.032 -0.062 -0.067 0.264
N 2.638 -2.431 1.252 0.003 0.034 -0.016
N 2.940 0.615 -0.516 0.126 -0.060 0.000
N 2.182 -1.739 0.205 0.047 0.019 0.005
N 4.217 0.281 -0.696 -0.031 0.034 -0.017
N 3.411 0.728 2.199 -0.053 -0.010 0.006
N 2.234 0.182 1.857 0.001 -0.005 0.081
C 2.422 3.879 -2.246 0.003 -0.007 -0.007
C 6.770 -0.556 -0.983 0.019 -0.026 0.005
C 3.072 2.642 -1.717 -0.063 0.016 0.011
C 4.947 1.118 -1.396 -0.001 -0.052 0.064
C 5.802 1.873 2.641 0.037 0.023 -0.005
C 3.351 -4.438 2.345 -0.020 -0.016 -0.012
C -2.768 1.421 -0.117 0.070 0.010 0.051
C 2.671 0.558 4.448 0.004 0.002 0.035
C 2.570 -4.357 -0.127 -0.011 -0.083 -0.117
C 2.329 1.688 -0.990 -0.065 -0.061 0.034
C 4.685 2.836 4.661 -0.008 0.009 0.004
C 4.959 1.548 3.872 -0.005 -0.020 0.002
C -3.987 -0.962 -0.969 0.005 0.047 0.017
C -2.648 -0.879 -0.634 -0.050 -0.147 0.003
C 2.827 -3.719 1.111 0.032 0.081 0.097
C -4.120 1.409 -0.460 -0.003 -0.015 -0.006
C 4.760 -3.902 2.639 0.020 -0.004 0.016
C -1.981 0.275 -0.257 0.065 -0.055 -0.031
C 1.470 0.017 4.097 0.007 0.008 -0.039
C 1.264 -0.148 2.704 -0.032 0.010 -0.122
C 7.278 1.891 -1.069 0.001 0.004 0.002
C 1.730 -4.286 -2.506 0.000 0.021 -0.005
C 5.712 0.541 4.756 0.008 0.003 0.007
C 6.619 0.662 -3.163 -0.012 0.011 -0.012
C 4.388 2.321 -1.901 0.052 0.029 -0.026
C 3.408 -5.950 2.133 -0.002 -0.018 -0.020
C 2.061 -3.664 -1.190 -0.016 0.015 0.058
C 0.413 -0.381 5.073 0.002 -0.007 0.017
C -4.724 0.222 -0.906 -0.016 -0.001 -0.006
C 3.635 0.928 3.471 -0.004 0.013 -0.028
C 6.401 0.769 -1.645 -0.016 0.015 -0.021
C 2.419 -4.122 3.523 0.015 -0.011 0.046
C 1.833 -2.283 -0.975 -0.124 0.167 -0.098
B 2.079 -0.216 0.411 0.168 0.093 0.021
H 2.273 -3.786 -3.311 -0.004 -0.007 -0.006
H 6.419 1.604 -3.675 -0.004 0.001 -0.001
H 5.163 0.300 5.668 -0.001 0.001 -0.003
H 7.820 -0.768 -1.182 -0.001 -0.005 0.010
H 1.402 -4.470 3.332 0.000 0.001 -0.008
H 6.175 -1.382 -1.376 -0.004 0.008 -0.008
H 6.747 2.310 2.967 0.002 -0.003 -0.007
H 0.173 -1.440 4.964 -0.007 0.004 0.005
H 5.984 -0.110 -3.600 0.002 -0.002 0.006
H 5.156 -4.398 3.526 0.007 0.002 -0.005
H 7.143 1.981 0.010 0.003 0.004 0.002
H 6.019 0.979 2.055 -0.009 -0.008 0.011
H 4.117 2.652 5.573 -0.004 -0.005 0.001
H 1.638 3.621 -2.960 -0.003 0.006 0.002
H 5.909 -0.387 4.215 0.000 -0.006 -0.005
H 0.740 -0.199 6.094 0.001 0.000 -0.002
H 1.986 -5.342 -2.512 -0.002 -0.002 0.000
H 5.025 2.996 -2.458 -0.014 0.000 -0.013
H 5.444 -4.095 1.811 -0.005 -0.007 -0.003
H 7.657 0.397 -3.363 0.004 0.002 0.013
H 2.786 -4.629 4.415 -0.006 -0.001 -0.003
H 1.953 4.443 -1.439 -0.002 0.002 0.000
H 3.746 -6.427 3.052 0.003 0.012 0.006
H 6.669 0.967 5.055 -0.002 0.003 0.000
H 2.765 -5.415 -0.227 -0.017 0.000 0.007
H 2.391 -3.051 3.727 0.001 0.007 -0.021
H 8.327 1.664 -1.261 -0.002 -0.008 0.001
H 5.302 2.593 1.991 -0.010 -0.006 0.004
H 7.066 2.859 -1.525 0.011 -0.004 -0.003
H 4.139 3.562 4.056 -0.003 -0.004 -0.001
H 0.666 -4.176 -2.723 -0.003 -0.002 -0.004
H -0.506 0.179 4.894 0.000 0.001 -0.005
H 5.632 3.289 4.955 0.004 -0.008 -0.006
H 4.736 -2.828 2.825 -0.001 0.017 0.001
H 3.150 4.517 -2.742 -0.004 0.001 -0.003
H 2.899 0.720 5.494 -0.011 0.001 0.002
H 6.625 -0.521 0.097 -0.003 0.008 0.000
H 2.428 -6.366 1.892 0.001 -0.002 0.005
H 4.114 -6.231 1.349 -0.001 0.007 0.001

=====

82
Properties=species:S:1:pos:R:3:forces:R:3 method="wB97M-V/def2-TZVPD" de_lowest_kj_mol=149.9 fmax_ha_per_bohr=0.056 multiplicity=6 e_lumo_ev="0.18 / 0.07"
Mn 2.080 -1.291 -2.309 0.470 -0.734 -0.368
P 2.063 -0.238 0.743 1.296 -1.471 0.616
P 1.473 1.408 -1.932 -1.226 -0.973 -0.105
O -0.517 -2.131 0.735 0.817 0.705 -0.055
O -0.689 0.117 1.473 1.443 0.364 -0.813
N 0.785 2.961 -1.583 -0.637 1.287 -0.245
N 2.545 -0.535 2.443 -0.289 0.478 0.388
N 2.851 -1.617 0.072 -1.245 -1.111 -0.712
N 1.379 1.443 -3.680 1.021 0.893 -0.384
C 6.482 -1.139 -1.762 1.044 0.776 1.434
C 3.251 1.079 0.198 -0.319 0.707 0.233
C 2.085 -2.658 -0.616 2.283 -0.351 0.606
C 4.147 -2.065 0.178 0.569 -0.329 0.002
C 0.720 0.522 -4.506 0.258 0.582 0.155
C 2.014 2.380 -4.500 -0.530 -0.700 -0.846
C 4.968 0.851 -3.541 -0.716 -0.208 -0.876
C 6.343 -1.999 -2.734 0.349 -1.737 -1.226
C 3.150 1.554 -1.266 0.697 0.208 -0.266
C -0.584 3.269 -1.801 1.113 0.213 0.598
C 3.743 -1.072 2.952 -0.233 0.357 1.208
C 0.928 0.880 -5.814 -0.121 -0.064 0.237
C -2.533 -2.900 1.980 0.487 0.623 -0.321
C -1.593 -1.959 1.560 -0.396 0.192 0.612
C 1.813 -0.085 3.558 1.379 -0.408 0.759
C 4.263 -3.340 -0.327 -0.108 0.404 0.031
C -3.430 -1.089 3.386 -0.961 -1.001 0.492
C 5.346 -1.147 -4.947 0.445 -1.223 0.125
C 6.595 -1.693 -4.200 0.113 -0.025 -0.147
C 0.489 5.163 -1.154 0.106 -0.963 -0.420
C 4.464 -0.252 -4.146 0.376 1.517 -0.391
C 6.400 1.082 -3.145 0.317 0.829 -0.339
C -2.562 -0.137 2.930 0.842 -0.671 -1.023
C -0.781 4.608 -1.530 0.459 -0.663 -0.227
C -0.775 -0.371 -1.015 1.140 0.067 -2.497
C 1.423 4.145 -1.221 -1.323 0.263 0.011
C 6.961 0.283 -1.938 -0.162 0.131 -0.167
C -3.446 -2.412 2.914 -0.452 -0.032 0.419
C 1.747 2.049 -5.821 0.269 0.326 0.863
C 2.531 -0.323 4.729 0.127 -0.263 -1.591
C 3.003 -3.711 -0.861 -1.029 0.740 0.544
C -1.663 -0.620 2.003 -0.136 -0.670 0.365
C 3.755 -0.968 4.340 -0.607 0.315 -1.582
B -0.131 -0.721 0.393 -2.689 0.098 0.988
H 6.517 -1.500 -0.719 -0.324 0.196 -0.697
H 7.437 -0.999 -4.347 -0.308 -0.098 0.409
H 6.947 -2.606 -4.695 -0.254 0.028 0.070
H 2.606 3.178 -4.068 -0.200 -0.078 -0.114
H 5.691 -0.602 -5.840 -0.134 -0.002 0.245
H 7.095 1.004 -3.993 -0.287 -0.229 0.041
H 2.097 2.578 -6.700 -0.049 -0.075 0.246
H 0.683 6.193 -0.919 0.084 0.075 0.129
H 4.567 -1.318 4.966 -0.211 0.067 -0.051
H -1.723 5.140 -1.623 0.241 -0.169 0.098
H 5.168 -3.947 -0.275 -0.371 0.308 -0.235
H 6.776 0.866 -1.029 -0.056 -0.193 -0.019
H 4.322 1.746 -3.469 0.298 -0.892 0.334
H -4.117 -0.793 4.153 -0.512 -0.103 0.217
H 2.729 -4.680 -1.267 0.069 0.298 -0.011
H 0.510 0.381 -6.688 0.172 0.137 0.392
H 4.786 -2.001 -5.338 -0.122 0.065 0.163
H 1.006 -2.663 -0.590 -0.040 -0.160 0.135
H -2.535 0.901 3.205 -0.121 0.154 0.270
H 4.941 -1.441 0.594 -0.590 -0.301 -0.375
H 4.496 -1.503 2.328 -0.134 -0.014 0.121
H 3.545 2.557 -1.434 0.286 0.042 0.453
H 8.054 0.242 -2.050 -0.135 0.111 0.106
H 2.264 -0.090 5.746 -0.307 0.060 -0.098
H -1.262 2.469 -2.070 0.053 0.329 -0.098
H 6.453 2.149 -2.891 0.177 -0.176 0.124
H -1.096 0.699 -1.171 0.651 -1.239 0.254
H -2.587 -3.926 1.587 0.207 0.576 0.294
H -1.611 -1.008 -1.380 0.293 0.097 1.037
H 3.199 1.944 0.859 -0.424 -0.072 0.293
H 0.864 0.359 3.423 -0.752 0.317 -0.158
H 3.385 -0.378 -4.313 0.364 0.512 -0.169
H 0.140 -0.272 -4.070 -0.045 -0.031 -0.036
H 2.463 4.147 -0.994 0.387 0.150 0.060
H -4.202 -3.107 3.287 0.178 0.328 -0.005
H 0.057 -0.671 -1.784 -1.738 0.759 0.765
H 6.170 -3.071 -2.496 -0.134 0.893 -0.133
H 3.821 0.910 -1.836 -0.447 -0.033 -0.037
H 4.242 0.662 0.395 -0.004 -0.113 -0.109

=====

82
Properties=species:S:1:pos:R:3:forces:R:3 method="wB97M-V/def2-TZVPD" de_lowest_kj_mol=0.0 fmax_ha_per_bohr=0.069 multiplicity=4 e_lumo_ev="0.05 / -0.08"
V 0.259 -0.572 -1.888 -1.583 1.048 0.617
P -2.040 -0.595 -7.077 -0.326 2.612 -1.760
P 1.454 -0.956 -7.266 1.620 -1.080 -2.945
O -0.647 -1.540 1.800 0.151 0.338 0.046
O 0.586 0.417 1.783 -0.155 -0.626 0.063
N -2.084 1.244 -7.408 0.606 -0.390 1.202
N 2.811 0.067 -7.597 0.786 0.696 0.436
N 2.040 -2.326 -8.408 -0.658 -0.084 0.492
N -3.617 -0.978 -7.687 -0.977 -0.345 -0.234
C 2.255 -3.647 -8.001 0.227 0.096 -0.993
C 0.674 2.401 -1.739 -0.339 0.896 0.552
C -4.356 -0.304 -8.676 -0.094 -1.085 -0.152
C -2.226 2.100 -8.506 -0.262 0.632 0.490
C 2.688 -4.401 -9.093 -0.367 1.050 0.401
C -1.018 -0.876 -8.599 0.068 -0.403 -0.162
C 1.292 0.515 -3.436 0.828 0.055 0.171
C -1.713 -1.135 4.011 -0.105 0.039 -0.131
C -1.734 0.377 -2.061 0.252 -1.218 0.452
C -1.017 -0.758 2.879 0.822 0.632 0.303
C 3.270 0.611 -8.808 0.692 0.518 0.842
C -5.231 -2.393 -8.424 0.589 0.480 0.291
C 4.703 1.235 -7.144 -0.931 -0.760 -0.027
C -1.209 0.816 -0.830 0.049 -1.326 0.456
C -1.710 -0.261 5.117 -0.113 -0.064 -0.192
C -0.048 0.316 -4.103 0.211 0.552 -0.380
C -5.325 -1.160 -9.165 0.679 0.124 0.736
C 2.320 -2.262 -9.776 0.169 -1.142 0.186
C -1.038 0.961 5.074 0.334 0.146 -0.418
C -0.268 1.316 3.937 -0.287 0.037 -0.116
C -1.311 0.890 -3.394 -0.891 0.610 -0.554
C -1.797 2.057 -6.314 -0.570 0.586 -0.851
C 4.429 1.331 -8.557 -0.804 -0.653 0.465
C 1.542 1.301 -2.301 0.487 -0.834 -0.808
C 2.735 -3.517 -10.225 -0.556 0.730 1.191
C -0.337 1.989 -0.610 0.511 1.279 0.328
C 1.382 -1.462 0.128 1.312 -0.463 1.432
C -4.197 -2.255 -7.514 -0.133 0.627 -0.722
C 0.351 -0.163 -8.516 -0.586 -0.065 0.114
C -0.290 0.452 2.855 0.260 -1.109 0.316
C -2.166 3.426 -8.063 0.187 -1.173 0.165
C 3.711 0.439 -6.586 0.250 0.533 -0.992
C -1.874 3.390 -6.663 0.032 -0.969 -0.145
B 0.387 -0.837 1.140 -1.145 0.797 0.280
H 2.076 -3.935 -6.974 0.073 0.040 -0.136
H -2.184 0.665 -4.026 0.442 0.001 -0.069
H 3.016 -3.768 -11.240 -0.045 0.088 0.173
H 0.222 1.861 0.325 -0.015 -0.103 -0.441
H 1.264 -1.691 -0.969 0.685 -0.405 0.385
H 0.366 2.209 3.888 -0.359 -0.341 0.193
H 1.624 -2.462 0.542 -0.484 0.129 -0.449
H -0.886 -1.973 -8.714 -0.015 0.485 -0.077
H -5.871 -3.258 -8.558 0.210 0.173 0.160
H 0.236 0.897 -8.221 -0.006 -0.421 -0.091
H 5.026 1.849 -9.303 -0.223 -0.110 0.222
H -6.029 -0.931 -9.958 0.112 -0.014 0.293
H -1.551 1.616 -5.381 -0.253 0.101 0.054
H -1.768 0.496 0.057 0.122 0.173 -0.238
H -2.207 -2.104 4.027 0.090 0.181 0.175
H 2.744 0.468 -9.742 0.197 0.083 0.336
H -1.588 -0.511 -9.475 0.214 -0.233 0.406
H 1.349 3.157 -1.289 -0.231 -0.439 -0.085
H 0.151 2.985 -2.522 0.302 -0.569 0.222
H 2.120 0.069 -4.020 -0.404 0.161 0.754
H -2.211 -0.581 6.037 0.091 0.244 -0.424
H 5.521 1.687 -6.601 -0.082 -0.083 -0.107
H -2.691 -0.155 -2.059 0.434 0.022 0.095
H -2.374 1.727 -9.509 -0.060 0.018 0.155
H 2.348 -0.961 0.334 -0.383 0.127 -0.787
H 0.060 0.770 -5.096 -0.243 0.065 0.150
H -1.250 1.984 -3.337 0.120 -0.164 -0.392
H -0.976 2.856 -0.365 0.153 0.158 -0.394
H 0.818 -0.175 -9.511 -0.167 -0.008 0.470
H 3.529 0.096 -5.571 0.196 0.189 -0.312
H 2.592 1.283 -1.941 -0.741 0.053 -0.285
H -2.323 4.323 -8.650 0.122 -0.300 -0.082
H 2.189 -1.363 -10.354 0.080 -0.133 0.106
H -4.136 0.721 -8.940 -0.034 -0.307 0.096
H -1.065 1.645 5.933 0.064 -0.438 -0.401
H -1.728 4.199 -5.959 -0.025 0.015 -0.294
H -3.807 -2.924 -6.751 -0.121 0.138 -0.291
H 2.924 -5.458 -9.098 -0.026 0.195 0.114
H -0.189 -0.746 -4.378 -0.032 -0.097 0.350